The following is a DFT calculation (ωB97M-V/def2-TZVPD) of a molecular structure, C43H37N6O3S4Sn.

Each line ends with the Mulliken charge.
Cartesian coordinates (Å):
H: 3.57824 5.13905 -1.11898  0.429
H: -3.08969 -3.01723 4.83986  0.457
C: 1.46385 3.06051 -2.72454  0.470
H: 1.28069 2.86219 -4.86158  0.412
H: 5.53561 -6.05956 -0.82893  0.394
C: 1.36874 1.19090 4.38623  0.709
C: -0.48117 -0.40761 3.88866  -0.308
C: 4.11946 -4.49944 -0.44821  -0.424
O: 2.48791 -1.09385 0.59021  -0.587
C: -3.56488 1.08499 1.11115  0.486
C: 3.44814 4.90329 -3.24514  -0.508
H: -1.55343 -1.29026 -1.87324  -0.104
N: -3.31288 -1.18465 0.49724  0.354
C: -0.68716 -0.67751 5.24429  0.526
C: 5.04881 -2.36639 0.20987  -0.355
H: -3.54903 -2.57706 -2.96343  0.331
C: -4.16867 -0.16226 0.63880  0.799
C: 1.94820 -2.36029 -1.71532  0.212
N: -1.17940 -1.03737 2.92935  0.153
C: 6.32642 -2.90318 0.11444  -0.668
H: -7.00534 -1.62393 -0.46726  0.447
C: 2.78342 -1.32623 -2.46209  -1.322
H: 3.25487 -5.12304 -0.64592  0.423
H: -3.14921 4.42553 2.08462  0.506
H: 2.76654 -1.58252 -3.52557  0.428
H: -6.18633 0.54631 0.40393  0.460
C: -2.79028 -1.83230 -3.23107  -0.956
H: -5.08897 -0.78057 -4.25703  0.533
H: 0.87629 -2.16267 -1.77412  -0.468
C: 0.54500 0.54997 3.45965  -0.827
H: 2.11267 -3.36959 -2.09781  0.716
C: 0.99607 0.39475 -2.98645  -0.500
Sn: -0.84785 -0.29531 0.62508  0.966
H: 1.77054 3.48171 -0.65743  0.309
H: -2.57834 2.23063 -1.35182  0.419
N: 1.80504 1.47492 6.79955  -0.667
H: -2.56616 -1.96552 -4.29334  0.503
H: -0.95653 3.05929 1.71536  0.409
H: -5.38444 -3.51526 -0.73565  0.479
C: 2.30840 0.11724 -2.27258  0.273
C: -2.34478 -2.26903 4.61067  -1.077
C: 1.79887 3.34656 -4.04204  -0.391
H: 0.25306 -0.39250 -2.83729  0.098
H: -3.00492 -3.12004 -0.11823  0.503
C: 1.13923 0.93125 5.79387  0.649
C: -5.05700 1.19129 -3.39328  -0.476
C: -5.07058 -2.55606 -0.34908  -0.879
C: 2.37593 2.03526 3.91648  -0.816
C: -3.75149 -2.34222 0.00536  -0.559
C: 0.13187 0.02729 6.21116  0.672
C: -3.07642 3.39287 1.78166  -0.434
H: 7.18688 -2.28749 0.34091  0.405
O: -1.61445 -2.04511 -2.48347  -0.497
S: 2.31231 -2.48394 0.06105  0.412
C: -1.64717 -1.62227 5.60406  -0.451
H: 3.02123 2.53464 4.62715  0.531
C: 6.50006 -4.22537 -0.26618  -0.429
C: -2.07522 -1.94768 3.28417  -0.269
N: 0.68493 0.75037 2.14134  0.826
H: 3.82626 -1.40623 -2.14716  0.440
H: 1.72933 1.62847 0.62644  -0.066
C: -2.21537 1.30434 1.20291  0.242
H: 3.30997 2.82311 2.15225  0.582
C: 2.52990 2.19612 2.55984  -1.097
C: 5.39783 -5.02474 -0.54535  -0.691
C: -5.96463 -1.50359 -0.19577  -0.661
H: -1.81568 -1.83548 6.65128  0.548
C: -5.51358 -0.29412 0.29708  -0.991
C: -4.56575 -0.07884 -3.61960  -1.218
C: 2.08505 3.70212 -1.66854  -0.331
H: 4.22796 5.62446 -3.44979  0.393
H: 3.07351 0.79904 -2.64870  0.499
S: 1.17810 0.86592 8.15370  0.162
N: 0.05198 -0.10027 7.52565  -0.685
H: 4.87864 -1.34221 0.51601  0.433
C: -4.34089 2.05186 -2.56953  -1.362
H: -2.60493 -2.43643 2.47916  0.543
H: 1.11798 0.52393 -4.06509  0.778
H: -5.98299 1.51193 -3.85272  0.428
C: -1.94957 2.64772 1.59352  -1.215
C: 3.96064 -3.16871 -0.08509  0.379
C: -3.37143 -0.45211 -3.01009  0.961
C: 1.65847 1.53121 1.70054  0.060
S: 0.15576 1.88495 -2.40149  0.290
S: -4.49487 2.48647 1.49229  -0.238
H: 3.07679 4.49218 -5.32000  0.411
C: -3.16632 1.59556 -2.00546  0.168
N: -2.68895 0.36283 -2.21320  0.465
C: 3.08525 4.62843 -1.93570  -0.761
H: -4.68401 3.05664 -2.36650  0.465
H: 2.19305 0.30975 -1.20630  -0.305
C: 2.80257 4.26616 -4.29835  -0.753
O: 0.07575 1.76430 -0.89841  0.012
H: 7.49668 -4.64025 -0.33697  0.389

Output
Total charge: +1
DFT total energy, eV: -109443.4521
LUMO energy, eV: -2.8
Spin multiplicity: 1
Energy relative to the best compared isomer or geometry (same formula, charge and spin), kJ/mol: 1.8

=====

The following is a DFT calculation (ωB97M-V/def2-TZVPD) of a molecular structure, C43H38BrF4MnN5O2PS.

Each line ends with the Löwdin spin population.
Cartesian coordinates (Å):
F: 16.55815 11.55366 11.21576  0.000
O: 10.82892 9.44933 11.80085  0.329
C: 8.32414 12.83597 7.27731  0.000
C: 15.76341 7.66805 12.68903  0.000
C: 10.38547 10.34062 14.17996  0.325
C: 14.01300 9.14222 11.97216  0.008
H: 7.95582 12.55354 14.83841  0.000
N: 10.03945 11.10699 15.20578  0.257
H: 10.32234 12.99643 16.15171  0.002
C: 14.98410 8.01184 6.53040  0.000
C: 8.95126 12.85753 12.92411  0.004
H: 16.10809 6.92668 13.36423  0.000
H: 11.00502 12.84289 14.62578  0.001
C: 6.79303 14.62918 6.36519  0.000
C: 11.39364 9.21210 7.44555  0.000
C: 9.57675 7.41260 12.13914  0.117
H: 15.41457 10.91725 4.80366  0.000
C: 7.86062 14.55394 8.76233  0.001
H: 9.52756 5.84740 10.61225  0.000
H: 5.78151 14.80696 6.73156  0.000
C: 10.10545 12.57857 15.14896  0.015
C: 15.83013 12.51716 10.63238  0.000
C: 9.12858 12.56318 9.58058  0.003
F: 15.86983 16.18387 10.70003  0.000
S: 11.87559 14.64274 13.08516  0.009
C: 14.51694 8.20528 12.90906  0.001
C: 8.83370 14.59271 11.00231  0.001
H: 8.69320 14.08112 14.66041  0.002
H: 8.09018 12.35087 12.54871  0.000
C: 14.71981 9.94600 8.01547  -0.005
H: 14.98947 6.93761 6.42907  0.000
P: 14.10613 10.57162 9.63013  -0.015
N: 12.21714 12.24105 11.73578  -0.007
H: 9.96975 6.05528 8.53571  0.000
N: 9.06033 14.18571 12.24106  0.003
C: 12.01578 13.25870 12.31650  0.006
H: 8.81415 15.64550 10.96654  0.000
Mn: 11.62498 10.87972 10.29250  2.927
C: 14.66190 8.56470 7.77410  -0.002
H: 16.48551 9.00700 9.65428  0.000
H: 9.38622 10.68685 15.79986  0.009
C: 7.61597 14.01593 7.52878  0.001
H: 13.00486 9.56957 12.15784  0.004
F: 13.99702 15.66571 8.81673  0.000
H: 9.77396 12.25229 12.53910  0.003
C: 7.96963 6.13503 15.47085  0.030
N: 10.70428 10.26544 8.27602  -0.009
H: 7.56268 15.55161 9.00474  0.000
C: 9.80639 10.96415 7.66650  0.005
H: 12.44538 9.52760 7.33818  -0.001
C: 16.11182 13.80920 11.05506  0.000
Br: 12.55815 13.04967 8.16793  0.023
H: 7.17480 15.56078 5.98402  0.000
H: 8.24350 12.37127 6.29315  0.000
C: 9.05870 12.11534 8.22864  0.001
C: 10.02544 7.16794 8.43616  0.002
C: 10.17474 8.67847 12.53554  0.166
C: 14.12809 13.33179 9.19647  0.001
C: 9.28009 8.16890 14.79020  0.128
H: 13.89797 7.91898 13.78830  0.000
C: 9.59890 6.97359 10.71073  0.001
F: 16.97937 13.98922 12.09934  0.000
C: 16.49462 7.92770 11.54633  0.000
C: 8.92108 6.65137 13.05356  0.135
C: 14.79615 9.43694 10.84843  0.002
H: 8.06558 6.57243 16.48209  0.000
C: 14.52741 14.63104 9.48126  0.001
C: 11.39668 7.75211 8.03396  0.002
H: 15.07607 11.83809 7.01723  0.000
C: 15.55972 14.88249 10.40002  0.000
H: 9.49582 14.93207 12.81670  0.000
N: 9.72762 7.74161 9.73941  0.026
H: 15.57948 8.51810 4.46994  0.000
C: 15.23653 10.29771 5.67624  0.000
C: 16.00745 8.79619 10.59703  0.000
C: 8.86040 13.02025 14.41452  0.011
C: 15.31627 8.89179 5.47762  -0.002
H: 17.43274 7.38020 11.30133  0.000
H: 10.96268 9.10291 6.43416  0.000
H: 10.92828 10.84955 13.40010  0.015
H: 8.28480 5.09406 15.48821  0.007
H: 12.16644 7.67295 8.81593  0.000
C: 8.56378 13.87546 9.77759  0.001
H: 9.01538 8.57008 15.79587  0.005
H: 9.30778 7.54204 7.70083  0.001
H: 6.76278 13.93961 5.59090  0.000
H: 11.83818 7.24929 7.16273  0.000
H: 14.45861 7.87928 8.58694  0.000
H: 8.44473 5.67336 12.72481  0.004
C: 8.72491 6.98142 14.44498  0.225
C: 14.80354 12.24460 9.78992  -0.001
C: 9.93258 9.05272 13.87821  0.207
H: 6.91804 6.11483 15.22725  0.011
H: 9.58447 10.67296 6.62925  -0.001
O: 9.80166 11.93136 10.42973  0.007
C: 14.98106 10.80303 6.94452  -0.002

Output
Total charge: +1
DFT total energy, eV: -189100.6156
LUMO energy (spin up / spin down), eV: -2.9 / -4.9
Spin multiplicity: 6
<S²>: 8.81
Energy relative to the best compared isomer or geometry (same formula, charge and spin), kJ/mol: 424.7